ORCA calculation (the ωB97M-V functional and the def2-TZVPD basis) on 4 unconnected molecules or ions with the total composition C46H56N3O20S2 at a distorted geometry.

```
127
C46H56N3O20S2 | the OMol25 dataset | the ωB97M-V functional and the def2-TZVPD basis
C -0.23 -4.04 1.50
C 0.28 -3.28 0.27
C -0.69 -3.45 -0.91
C -1.92 -2.55 -0.85
N -1.70 -1.26 -0.18
C -0.96 -0.32 -1.03
C -0.21 0.67 -0.14
C 0.26 1.86 -0.95
C 1.32 2.79 -0.34
C 2.73 2.27 -0.09
O 2.75 1.33 0.96
C 3.15 1.78 2.21
O 4.25 2.19 2.37
C 2.18 1.73 3.31
C 2.67 1.71 4.63
C 1.78 1.72 5.69
C 0.40 1.74 5.49
C -0.10 1.71 4.18
C 0.80 1.70 3.11
N 3.57 3.51 0.07
C 3.10 4.65 0.93
C 4.28 5.35 1.59
O 4.62 5.03 2.67
O 4.88 6.32 0.88
C 3.91 3.91 -1.39
O 3.41 5.16 -1.74
C 3.33 2.78 -2.27
C 3.46 1.59 -1.31
C 2.90 0.29 -1.87
C 3.51 -1.01 -1.34
C 3.06 -2.16 -2.22
O 3.04 -1.30 -0.03
O 4.90 1.50 -1.29
N 5.46 1.04 -0.06
O 6.61 0.95 -0.16
C -2.95 -0.70 0.23
S -3.26 -0.56 1.80
S -4.14 -0.16 -1.01
C -4.63 1.46 -0.37
C -6.07 1.78 -0.74
C -6.54 3.03 0.02
H 0.07 -5.08 1.47
H -1.31 -3.99 1.56
H 0.19 -3.61 2.41
H 0.45 -2.24 0.51
H 1.24 -3.71 -0.02
H -1.03 -4.48 -0.88
H -0.16 -3.33 -1.85
H -2.33 -2.42 -1.85
H -2.68 -3.08 -0.28
H -0.21 -0.91 -1.56
H -1.59 0.19 -1.76
H 0.57 0.11 0.36
H -0.93 1.00 0.62
H 0.55 1.59 -1.96
H -0.61 2.50 -1.10
H 0.93 3.15 0.61
H 1.35 3.67 -0.98
H 3.74 1.67 4.76
H 2.18 1.71 6.69
H -0.31 1.78 6.30
H -1.16 1.72 3.98
H 0.37 1.66 2.12
H 4.50 3.33 0.46
H 2.51 4.24 1.74
H 2.45 5.32 0.38
H 5.83 6.14 0.85
H 4.99 3.99 -1.48
H 2.82 5.09 -2.50
H 4.02 2.75 -3.11
H 2.33 2.95 -2.66
H 3.13 0.29 -2.94
H 1.83 0.17 -1.79
H 4.60 -0.99 -1.39
H 3.29 -3.07 -1.68
H 1.98 -2.14 -2.39
H 3.61 -2.19 -3.16
H 3.65 -0.95 0.62
H -4.56 1.48 0.71
H -3.97 2.23 -0.76
H -6.13 1.98 -1.81
H -6.71 0.94 -0.48
H -7.53 2.87 0.44
H -5.89 3.27 0.85
H -6.60 3.90 -0.63
C -7.31 -3.89 -2.85
C -6.11 -3.42 -2.47
C -4.98 -3.25 -3.46
O -3.93 -2.78 -3.06
C -5.20 -3.65 -4.84
C -6.40 -4.13 -5.21
C -7.53 -4.27 -4.23
O -8.59 -4.70 -4.65
O -6.67 -4.51 -6.44
O -5.85 -3.07 -1.21
H -8.12 -4.02 -2.15
H -4.38 -3.54 -5.53
H -7.60 -4.81 -6.43
H -4.93 -2.76 -1.18
C -0.73 -1.93 8.67
C -0.20 -3.09 9.07
C 1.14 -3.16 9.76
O 1.54 -4.26 10.10
C 1.88 -1.93 9.96
C 1.35 -0.77 9.55
C 0.00 -0.70 8.89
O -0.40 0.41 8.57
O 1.96 0.40 9.70
O -0.80 -4.26 8.90
H -1.69 -1.86 8.18
H 2.85 -1.99 10.44
H 1.35 1.07 9.34
H -0.21 -4.93 9.28
C 0.70 1.10 -7.67
C 0.63 1.12 -6.33
C 1.15 -0.02 -5.50
O 1.06 0.09 -4.28
C 1.71 -1.17 -6.16
C 1.78 -1.20 -7.50
C 1.28 -0.04 -8.34
O 1.40 -0.14 -9.55
O 2.28 -2.21 -8.18
O 0.10 2.13 -5.64
H 0.33 1.92 -8.28
H 2.06 -1.99 -5.54
H 2.21 -1.98 -9.12
H 0.17 1.86 -4.70
```

The energy relative to the best compared isomer or geometry (same formula, charge and spin) is 16.4 kcal per mole. The total charge is +1. The calculation puts the HOMO energy at -0.381 hartree. As for the frontier orbital gap: 6.7 eV. As for the total energy: -115689.2369 eV.